# C26H27F4N2S

A cluster of 5 separate species, C26H27F4N2S in total in a non-equilibrium geometry (ωB97M-V/def2-TZVPD, the Open Molecules 2025 dataset).

Results
* total energy: -52082.521 eV
* net charge: -1
* HOMO-LUMO gap: 3.558 eV

Structure (XYZ):
```
60
Properties=species:S:1:pos:R:3:forces:R:3:lowdin_charge:R:1
C 3.4727 -3.4917 -1.6702 -0.8044 1.2089 0.6505 -0.20
N 4.7738 -2.7273 -1.5559 -0.7946 -1.7953 -0.4092 -0.20
C 5.9919 -3.6238 -1.6368 2.2683 0.9016 0.8241 -0.50
N 7.1449 -2.8512 -0.9622 -2.1573 -0.4392 -0.9970 -0.63
S 7.5165 -1.3906 -1.8450 -0.3108 -0.6509 -0.3875 0.32
H 3.3065 -4.0253 -2.7051 0.6711 0.8732 2.1348 0.08
H 2.6046 -2.6763 -1.5913 1.6356 -1.8334 -0.1977 0.06
H 3.3515 -4.2044 -0.7382 -0.0154 0.8135 -1.9311 0.07
H 4.8199 -2.2521 -0.6240 0.1167 -0.8212 -1.0485 0.07
H 5.8484 -4.6302 -1.0110 0.2237 1.8546 -1.2315 0.09
H 6.3306 -3.8719 -2.7530 -1.3296 0.4169 1.8050 0.08
H 6.3680 -0.7679 -2.3594 0.5164 -0.5696 0.7291 -0.23
F 3.3937 -2.4202 1.5664 -0.0919 0.0034 0.0558 0.07
C 2.0688 -2.3005 1.7245 -0.7029 0.0726 0.0342 -0.28
C 1.3219 -1.6347 0.7588 -0.0154 0.0774 -0.0455 -0.01
C -0.0583 -1.5144 0.9204 0.0367 -0.3385 0.4468 -0.07
C -0.6753 -2.0524 2.0526 0.0217 -0.0567 -0.0081 -0.09
C 0.0838 -2.7144 3.0187 0.1103 0.2123 -0.3906 -0.09
C 1.4622 -2.8443 2.8513 0.0423 -0.0170 0.0465 -0.02
H 1.8196 -1.2161 -0.1098 -0.0137 -0.0587 0.1321 0.11
H -0.6522 -1.0025 0.1674 0.2217 -0.2711 0.3751 0.08
H -1.7512 -1.9544 2.1804 0.2213 -0.0130 -0.0257 0.09
H -0.3981 -3.1287 3.9010 0.1282 0.0100 -0.1720 0.08
H 2.0661 -3.3636 3.5880 0.0013 0.0674 -0.1018 0.11
F -3.1603 -0.7367 3.8619 -0.0010 0.1093 -0.0332 0.06
C -3.7346 -1.6984 4.5968 -0.4058 -0.6969 0.5360 -0.29
C -5.1113 -1.8817 4.5283 -0.0071 0.0294 -0.0415 -0.02
C -5.7091 -2.8862 5.2893 0.4758 -0.0160 0.1133 -0.09
C -4.9239 -3.6899 6.1196 -0.0309 0.0424 -0.0397 -0.10
C -3.5434 -3.4947 6.1853 -0.3185 0.1950 -0.2305 -0.08
C -2.9447 -2.4976 5.4157 0.0493 0.0398 -0.0086 -0.02
H -5.7062 -1.2424 3.8841 0.1063 -0.0499 0.0382 0.11
H -6.7836 -3.0427 5.2370 0.1933 0.0639 -0.0100 0.10
H -5.3911 -4.4703 6.7164 0.0947 0.1456 -0.1145 0.10
H -2.9349 -4.1188 6.8353 -0.0793 0.1277 -0.1494 0.11
H -1.8720 -2.3380 5.4479 -0.1308 0.0586 -0.0154 0.11
F -0.0532 0.4476 -1.1473 0.1799 0.2481 -0.2190 0.05
C -1.1502 0.8055 -1.8279 -0.8345 0.3627 -0.5593 -0.28
C -1.9763 -0.1781 -2.3606 0.0162 -0.0793 0.0345 -0.02
C -3.1213 0.1941 -3.0649 0.2123 0.4113 0.1359 -0.09
C -3.4218 1.5474 -3.2382 0.0425 -0.0702 0.0499 -0.10
C -2.5836 2.5273 -2.7041 -0.0743 -0.4512 0.0639 -0.09
C -1.4449 2.1546 -1.9904 0.0067 -0.0564 0.0827 -0.01
H -1.7224 -1.2241 -2.2230 0.0258 0.1045 -0.0020 0.12
H -3.7778 -0.5674 -3.4786 0.1593 0.1038 0.0776 0.10
H -4.3125 1.8373 -3.7915 0.1675 -0.0472 0.1000 0.10
H -2.8173 3.5800 -2.8438 0.0845 -0.2449 0.0515 0.10
H -0.7872 2.9030 -1.5608 -0.0222 -0.1523 -0.0736 0.10
F -0.7079 4.5105 -3.6400 -0.0249 -0.0130 -0.1054 0.06
C 0.0061 5.6104 -3.3661 0.6157 0.9159 0.1931 -0.28
C 0.1994 5.9885 -2.0420 -0.0375 -0.0502 -0.0189 -0.02
C 0.9472 7.1308 -1.7562 -0.0179 -0.0146 -0.4756 -0.08
C 1.4846 7.8890 -2.7992 -0.0455 -0.0465 0.0436 -0.10
C 1.2808 7.5040 -4.1252 -0.1345 -0.1740 0.3795 -0.08
C 0.5425 6.3557 -4.4102 -0.0493 -0.0390 -0.0225 -0.02
H -0.2327 5.3919 -1.2453 0.0479 0.0318 -0.0887 0.11
H 1.1106 7.4306 -0.7240 -0.0532 -0.0928 -0.1835 0.11
H 2.0640 8.7824 -2.5760 -0.1048 -0.1805 -0.0458 0.10
H 1.6966 8.0980 -4.9355 -0.0751 -0.1513 0.1302 0.10
H 0.3819 6.0370 -5.4348 -0.0097 -0.0105 0.1194 0.12
```
Forces are in eV/Å.